Entry 1:
Entry from OMol25: a gas-phase ion, C6H15N2 (charge +1) at a distorted geometry (ωB97M-V/def2-TZVPD).

Bonds (Å) are listed after each position.
Element x y z (Å)
1 C -1.78049 -0.24086 -0.62837  C2 1.523, N7 1.439, H9 1.138, H10 1.158
2 C -0.28338 -0.45963 -0.45503  C1 1.523, C3 1.499, C6 1.472, N7 1.611
3 C 0.18655 -1.79650 -0.94478  C2 1.499, H11 1.094, H12 1.135, H13 1.077
4 C 1.53944 1.18322 -1.34233  C6 1.494, H14 1.084, H15 0.979, H16 1.064
5 C -1.59940 0.04259 1.78384  N7 1.432, H17 1.135, H18 1.064, H19 1.086
6 C 0.58908 0.71435 -0.28876  C2 1.472, C4 1.494, N8 1.529, H20 1.167
7 N -1.41013 -0.80306 0.64339  C1 1.439, C2 1.611, C5 1.432
8 N 1.37545 0.52041 1.00801  C6 1.529, H21 1.083, H22 1.079, H23 1.064
9 H -2.42021 0.69997 -0.65511  C1 1.138
10 H -2.18542 -1.13463 -1.24309  C1 1.158
11 H -0.10900 -1.82755 -1.99811  C3 1.094
12 H -0.34955 -2.61736 -0.37368  C3 1.135
13 H 1.24623 -1.88455 -0.77480  C3 1.077
14 H 2.37216 0.49813 -1.45784  C4 1.084
15 H 1.94889 2.04556 -1.12723  C4 0.979
16 H 1.09930 1.32052 -2.30177  C4 1.064
17 H -0.75962 0.02894 2.54762  C5 1.135
18 H -1.81174 1.07839 1.66938  C5 1.064
19 H -2.52313 -0.40372 2.14156  C5 1.086
20 H 0.05295 1.73153 -0.08862  C6 1.167
21 H 1.85078 1.41410 1.39245  N8 1.083
22 H 2.22141 -0.11458 0.79585  N8 1.079
23 H 0.74984 0.00473 1.69745  N8 1.064

Summary:
Energy relative to the best compared isomer or geometry (same formula, charge and spin) = 88.44 kcal/mol
Molecular weight = 115.200 g/mol
HOMO-LUMO gap = 9.43 eV
Charge = +1
SMILES = C[C@H]([NH3+])[C@]1(C)CN1C

How is the electron density shared among the atoms? According to Mulliken, the charges in e are: number 1, C, carries -0.630; number 2, C, carries 0.889; number 3, C, carries -1.644; number 4, C, carries -1.799; number 5, C, carries -1.002; number 6, C, carries 0.209; number 7, N, carries -0.337; number 8, N, carries -0.216; number 9, H, carries 0.331; number 10, H, carries 0.279; number 11, H, carries 0.343; number 12, H, carries 0.376; number 13, H, carries 0.435; number 14, H, carries 0.391; number 15, H, carries 0.622; number 16, H, carries 0.412; number 17, H, carries 0.318; number 18, H, carries 0.392; number 19, H, carries 0.358; number 20, H, carries 0.224; number 21, H, carries 0.412; number 22, H, carries 0.448; number 23, H, carries 0.188

Entry 2:
Entry from OMol25: 2 unconnected molecules or ions with the total composition C6H15N2 at a distorted geometry (ωB97M-V/def2-TZVPD).

Bonds (Å) are listed after each position.
Element x y z (Å)
1 C -3.37648 -0.15872 -0.28322  C2 1.623, H9 1.073, H10 1.096, H21 1.093
2 C -2.30201 0.60712 0.66154  C1 1.623, C3 1.493, H11 1.098, H12 1.099
3 C -0.94622 -0.01413 0.73105  C2 1.493, C6 1.410, H14 1.100
4 N 1.80559 -1.31937 -1.46742  C5 1.430, H15 1.046, H16 0.969
5 C 0.83680 -1.09956 -0.43896  N4 1.430, C6 1.396, H17 1.090
6 C -0.12912 -0.09173 -0.41592  C3 1.410, C5 1.396, C7 1.449
7 C -0.26065 0.73206 -1.60064  C6 1.449, H18 1.099, H19 1.087, H20 1.102
8 N 3.57803 0.82773 2.61798  H13 0.978, H22 0.984, H23 1.032
9 H -3.79438 -1.13922 -0.16244  C1 1.073
10 H -2.93103 -0.10642 -1.28272  C1 1.096
11 H -2.76082 0.72740 1.65160  C2 1.098
12 H -2.19832 1.62643 0.26444  C2 1.099
13 H 3.37491 0.76117 1.66387  N8 0.978
14 H -0.33142 0.05488 1.64079  C3 1.100
15 H 1.38214 -1.73801 -2.32748  N4 1.046
16 H 2.28253 -0.52968 -1.76341  N4 0.969
17 H 0.91516 -1.56850 0.54197  C5 1.090
18 H -0.33528 0.09543 -2.49316  C7 1.099
19 H -0.82258 1.65807 -1.68899  C7 1.087
20 H 0.79194 1.05171 -1.54012  C7 1.102
21 H -4.16652 0.59455 -0.33841  C1 1.093
22 H 4.40461 0.33320 2.81921  N8 0.984
23 H 3.56983 1.77028 3.03788  N8 1.032

Summary:
Energy relative to the best compared isomer or geometry (same formula, charge and spin) = 107.88 kcal/mol
Molecular weight = 115.200 g/mol
HOMO-LUMO gap = 5.85 eV
Charge = +1

How is the electron density shared among the atoms? According to Mulliken, the charges in e are: number 1, C, carries -0.947; number 2, C, carries -0.752; number 3, C, carries -0.241; number 4, N, carries -0.611; number 5, C, carries -0.205; number 6, C, carries 0.795; number 7, C, carries -1.342; number 8, N, carries -0.618; number 9, H, carries 0.355; number 10, H, carries 0.268; number 11, H, carries 0.429; number 12, H, carries 0.343; number 13, H, carries 0.184; number 14, H, carries 0.435; number 15, H, carries 0.335; number 16, H, carries 0.304; number 17, H, carries 0.426; number 18, H, carries 0.325; number 19, H, carries 0.361; number 20, H, carries 0.386; number 21, H, carries 0.327; number 22, H, carries 0.219; number 23, H, carries 0.225

Entry 3:
Entry from OMol25: a gas-phase ion, C6H15N2 (charge +1) at a distorted geometry (ωB97M-V/def2-TZVPD).

Bonds (Å) are listed after each position.
Element x y z (Å)
1 C -0.57862 -1.34466 2.38919  C2 1.519, C3 1.465, H9 1.025, H10 1.092
2 C -0.01528 -2.04938 1.16764  C1 1.519, C3 1.450, H11 1.076, H12 1.152
3 C 0.22107 -0.63563 1.38714  C1 1.465, C2 1.450, C6 1.823, H13 1.076
4 C -0.73504 0.91986 -2.11915  N8 1.454, H14 1.090, H15 1.043, H16 1.055
5 C 1.45200 0.30087 -1.27947  N8 1.470, H17 1.143, H18 1.154, H19 1.130
6 C -0.58076 0.52096 0.22900  C3 1.823, N7 1.447, N8 1.553, H20 1.102
7 N -0.05997 1.84689 0.48570  C6 1.447, H21 0.999, H22 1.017
8 N -0.00089 0.11834 -1.15386  C4 1.454, C5 1.470, C6 1.553, H23 0.970
9 H -1.57861 -1.15967 2.51791  C1 1.025
10 H -0.17740 -1.82052 3.28584  C1 1.092
11 H 0.84005 -2.68357 1.32482  C2 1.076
12 H -0.64937 -2.44769 0.29160  C2 1.152
13 H 1.14458 -0.23332 1.76659  C3 1.076
14 H -1.14662 1.76245 -1.56338  C4 1.090
15 H -0.04012 1.36209 -2.75919  C4 1.043
16 H -1.51589 0.48864 -2.68181  C4 1.055
17 H 1.87118 1.22758 -0.75692  C5 1.143
18 H 2.02997 -0.69368 -1.18198  C5 1.154
19 H 1.48231 0.47870 -2.39503  C5 1.130
20 H -1.67813 0.58965 0.30652  C6 1.102
21 H 0.76538 1.84174 1.04775  N7 0.999
22 H -0.80880 2.43207 0.84894  N7 1.017
23 H -0.24104 -0.82173 -1.15781  N8 0.970

Summary:
Energy relative to the best compared isomer or geometry (same formula, charge and spin) = 145.65 kcal/mol
Molecular weight = 115.200 g/mol
HOMO-LUMO gap (spin up / spin down) = 4.44 / 6.50 eV
Charge = +1
Spin multiplicity = 3

How is the electron density shared among the atoms? According to Mulliken, the charges in e are: number 1, C, carries -0.837; number 2, C, carries -0.549; number 3, C, carries -0.075; number 4, C, carries -0.890; number 5, C, carries -0.873; number 6, C, carries -0.705; number 7, N, carries -0.402; number 8, N, carries 0.296; number 9, H, carries 0.297; number 10, H, carries 0.260; number 11, H, carries 0.245; number 12, H, carries 0.317; number 13, H, carries 0.328; number 14, H, carries 0.361; number 15, H, carries 0.409; number 16, H, carries 0.375; number 17, H, carries 0.344; number 18, H, carries 0.281; number 19, H, carries 0.419; number 20, H, carries 0.473; number 21, H, carries 0.300; number 22, H, carries 0.359; number 23, H, carries 0.267

Entry 4:
Entry from OMol25: a gas-phase ion, C6H15N2O (charge +1) at a distorted geometry (ωB97M-V/def2-TZVPD).

Bonds (Å) are listed after each position.
Element x y z (Å)
1 C -0.98837 -1.43312 -0.07957  C2 1.517, N7 1.441, H10 1.066, H11 1.196
2 C -1.16056 -0.51658 -1.27590  C1 1.517, N8 1.562, H12 1.131, H13 1.085
3 C 0.81244 1.06923 -0.99556  C4 1.476, N8 1.319, H14 1.023
4 C 1.91855 0.21810 -1.47585  C3 1.476, H15 1.161, H16 1.118, H17 1.038
5 C -1.45817 1.85134 -0.41206  N8 1.506, H18 1.098, H19 1.124, H20 1.136
6 C 1.07104 -0.57559 2.47874  O9 1.361, H21 1.128, H22 1.079, H23 1.181
7 N -1.06557 -0.79556 1.21032  C1 1.441, O9 1.463, H24 0.891
8 N -0.49169 0.87200 -1.02502  C2 1.562, C3 1.319, C5 1.506
9 O 0.27461 -0.24954 1.42409  C6 1.361, N7 1.463
10 H -1.51050 -2.36170 -0.12369  C1 1.066
11 H 0.13099 -1.85363 -0.08256  C1 1.196
12 H -0.94939 -0.88794 -2.32277  C2 1.131
13 H -2.19854 -0.20168 -1.23505  C2 1.085
14 H 1.08703 1.71879 -0.25507  C3 1.023
15 H 2.43262 0.74429 -2.37405  C4 1.161
16 H 1.42668 -0.65448 -1.97189  C4 1.118
17 H 2.73105 -0.13947 -0.93734  C4 1.038
18 H -1.95949 1.41137 0.45952  C5 1.098
19 H -0.81135 2.72318 -0.12144  C5 1.124
20 H -2.19017 2.14787 -1.22875  C5 1.136
21 H 2.05167 -1.06955 2.22232  C6 1.128
22 H 0.65990 -1.08753 3.33534  C6 1.079
23 H 1.36013 0.47513 2.93441  C6 1.181
24 H -1.17292 -1.40491 1.85183  N7 0.891

Summary:
Energy relative to the best compared isomer or geometry (same formula, charge and spin) = 108.46 kcal/mol
Molecular weight = 131.199 g/mol
HOMO-LUMO gap = 8.61 eV
Charge = +1
SMILES = C/C=[N+](/C)CCNOC

How is the electron density shared among the atoms? According to Mulliken, the charges in e are: number 1, C, carries -0.263; number 2, C, carries -1.055; number 3, C, carries 0.428; number 4, C, carries -1.110; number 5, C, carries -0.811; number 6, C, carries -0.800; number 7, N, carries -0.311; number 8, N, carries 0.033; number 9, O, carries -0.107; number 10, H, carries 0.585; number 11, H, carries 0.233; number 12, H, carries 0.355; number 13, H, carries 0.403; number 14, H, carries 0.382; number 15, H, carries 0.325; number 16, H, carries 0.280; number 17, H, carries 0.327; number 18, H, carries 0.334; number 19, H, carries 0.325; number 20, H, carries 0.332; number 21, H, carries 0.260; number 22, H, carries 0.337; number 23, H, carries 0.248; number 24, H, carries 0.268

Entry 5:
Entry from OMol25: 2 unconnected molecules or ions with the total composition C6H15N2O2 at a distorted geometry (ωB97M-V/def2-TZVPD).

Bonds (Å) are listed after each position.
Element x y z (Å)
1 C -0.87408 0.60899 1.87945  C6 1.501, H11 1.086, H12 1.127, H13 1.041
2 C -0.65975 1.89144 -0.40476  C6 1.562, H14 1.034, H15 1.107, H16 1.124
3 C 2.88163 -0.63116 -0.71754  N8 1.522, H17 1.075, H18 1.095, H19 1.113
4 C -2.13718 -0.17424 -0.09596  C6 1.374, O10 1.306, H20 1.089
5 C 0.53640 -0.67340 -0.23948  N7 1.296, N8 1.418, H22 1.057
6 C -1.16782 0.65803 0.40879  C1 1.501, C2 1.562, C4 1.374
7 N 0.48364 -1.76931 0.45106  C5 1.296, O9 1.318
8 N 1.73698 0.02807 0.03902  C3 1.522, C5 1.418, H23 1.065, H24 1.001
9 O -0.53110 -2.56173 0.17108  N7 1.318, H21 1.004
10 O -2.47388 -0.12949 -1.35704  C4 1.306, H25 0.957
11 H -0.28071 -0.28353 2.05761  C1 1.086
12 H -0.33715 1.56948 2.12455  C1 1.127
13 H -1.75001 0.68216 2.43725  C1 1.041
14 H -0.51873 1.60667 -1.38846  C2 1.034
15 H 0.26592 2.23031 0.09861  C2 1.107
16 H -1.49502 2.63765 -0.30985  C2 1.124
17 H 3.39714 -1.44404 -0.23970  C3 1.075
18 H 2.51105 -1.04660 -1.66083  C3 1.095
19 H 3.68812 0.05018 -1.07072  C3 1.113
20 H -2.67685 -0.89461 0.51682  C4 1.089
21 H -0.90420 -2.18331 -0.68031  O9 1.004
22 H 0.08557 -0.73387 -1.19334  C5 1.057
23 H 1.71641 0.27408 1.07523  N8 1.065
24 H 1.78157 0.91935 -0.41447  N8 1.001
25 H -3.27796 -0.63115 -1.48700  O10 0.957

Summary:
Energy relative to the best compared isomer or geometry (same formula, charge and spin) = 154.64 kcal/mol
Molecular weight = 147.198 g/mol
HOMO-LUMO gap = 8.64 eV
Charge = +1

How is the electron density shared among the atoms? According to Mulliken, the charges in e are: number 1, C, carries -1.451; number 2, C, carries -1.386; number 3, C, carries -0.826; number 4, C, carries -0.747; number 5, C, carries -1.467; number 6, C, carries 1.259; number 7, N, carries -0.254; number 8, N, carries 0.176; number 9, O, carries -0.290; number 10, O, carries -0.445; number 11, H, carries 0.364; number 12, H, carries 0.336; number 13, H, carries 0.483; number 14, H, carries 0.425; number 15, H, carries 0.393; number 16, H, carries 0.378; number 17, H, carries 0.370; number 18, H, carries 0.318; number 19, H, carries 0.356; number 20, H, carries 0.482; number 21, H, carries 0.434; number 22, H, carries 0.815; number 23, H, carries 0.497; number 24, H, carries 0.374; number 25, H, carries 0.405